15
Properties=species:S:1:pos:R:3 method="wB97M-V/def2-TZVPD" total_energy_ev=-16618.06852 largest_force_ev_per_a=2.22 homo_lumo_gap_ev=9.6
C -0.307 1.167 0.414
C 0.133 -0.329 0.227
C 0.938 -0.434 -1.002
C 0.401 -1.023 -2.074
H -1.868 0.625 1.627
H -0.696 1.664 2.379
H -0.901 1.514 -0.424
H 0.573 1.845 0.386
H -0.802 -0.809 -0.077
H 0.734 -2.209 1.386
H 1.917 0.066 -1.079
H -0.605 -1.442 -2.029
H 0.867 -1.072 -3.078
N -1.134 1.376 1.548
S 0.749 -0.939 1.796